(1)
Computed, not measured: one molecule with the formula C6H12O at a distorted geometry, with the ωB97M-V functional and the def2-TZVPD basis.

The calculation puts the HOMO energy at -8.404 eV. The total energy is -8461.9758 eV. The structure (SMILES) is CCC/C=C/CO. Its total charge is 0. For the frontier orbital gap, the calculation gives 0.3444 Ha.

XYZ file:
```
19
Properties=species:S:1:pos:R:3:forces:R:3:nbo_charge:R:1
C 1.8916 -0.3254 0.4467 -0.256 1.282 -0.530 -0.61
C 1.5091 -0.7621 -0.9927 0.997 -0.033 0.472 -0.41
C 0.4738 0.0880 -1.7287 -2.166 -0.801 -0.582 -0.46
C -1.9152 0.5923 1.3002 -0.649 0.012 0.187 -0.10
O -2.3842 -0.4179 2.1906 -0.227 -0.024 -0.504 -0.72
C -1.0993 -0.0139 0.2259 -0.256 0.911 -2.767 -0.26
C -0.6898 0.6328 -0.8940 0.806 0.064 0.463 -0.16
H 2.0284 0.7661 0.3765 0.144 -0.152 0.225 0.20
H 2.8532 -0.7362 0.7446 -0.050 -0.249 0.008 0.21
H 1.1567 -0.4394 1.2475 0.031 -0.444 -0.320 0.21
H 2.4624 -0.6402 -1.5250 -0.247 -0.224 -0.193 0.21
H 1.3084 -1.8320 -1.0052 -0.324 -0.020 -0.106 0.20
H -0.1187 -0.4698 -2.4795 0.689 -0.660 -0.001 0.22
H 0.9104 0.8198 -2.4087 0.205 0.513 0.674 0.22
H -2.7694 1.1494 0.9001 -0.166 -0.137 -0.130 0.17
H -1.3328 1.3627 1.8092 0.199 -0.209 0.246 0.18
H -2.1098 -0.2286 3.0785 0.183 0.190 0.512 0.47
H -1.0467 -1.0797 0.0472 0.815 -0.413 1.397 0.22
H -1.1281 1.5339 -1.3333 0.272 0.393 0.951 0.19
```
Positions in Å, forces in eV/Å.

---

(2)
Computed, not measured: one molecule with the formula C6H12O at a distorted geometry, with the ωB97M-V functional and the def2-TZVPD basis.

The calculation puts the HOMO energy at -9.140 eV. The total energy is -8461.9571 eV. The structure (SMILES) is C[C@@H]1C[C@@H]1[C@@H](C)O. Its total charge is 0. For the frontier orbital gap, the calculation gives 0.3746 Ha.

XYZ file:
```
19
Properties=species:S:1:pos:R:3:forces:R:3:nbo_charge:R:1
C -0.8113 2.4603 0.4032 -0.184 -0.305 -0.168 -0.62
C -0.3067 0.9885 0.4621 0.513 -0.337 -0.755 0.08
O 0.1306 0.8686 1.8198 -0.050 -0.298 -0.015 -0.73
C -0.9587 -0.3597 0.0336 1.667 -1.816 -0.264 -0.26
C -0.7456 -1.2429 -1.2900 -0.753 1.175 0.602 -0.41
C 0.2294 -1.6103 -0.2665 -0.556 0.893 0.842 -0.21
C 1.7056 -1.2415 -0.3864 -0.146 0.320 0.191 -0.64
H -1.1930 2.7617 -0.5747 -0.020 -0.207 0.011 0.21
H 0.0771 3.0827 0.6044 -0.263 -0.315 -0.091 0.22
H -1.5362 2.7414 1.1763 -0.022 -0.455 -0.185 0.21
H 0.5423 0.9858 -0.2158 0.652 0.335 0.050 0.15
H 0.0756 -0.0600 2.0734 0.112 0.046 -0.112 0.47
H -1.6917 -0.6851 0.7783 -0.111 -0.280 -0.670 0.21
H -0.3582 -0.7755 -2.1973 -0.188 0.170 0.284 0.22
H -1.5247 -1.9783 -1.5007 0.007 0.416 0.076 0.22
H 0.0754 -2.5770 0.2261 -0.236 0.548 0.081 0.21
H 1.9137 -0.5818 -1.2356 -0.149 -0.024 0.142 0.21
H 2.4055 -2.0877 -0.4807 -0.614 0.006 0.019 0.22
H 1.9767 -0.7149 0.5285 0.341 0.127 -0.036 0.22
```
Positions in Å, forces in eV/Å.

---

(3)
Computed, not measured: one molecule with the formula C6H12O, with the ωB97M-V functional and the def2-TZVPD basis.

The calculation puts the HOMO energy at -10.013 eV. The total energy is -8463.2441 eV. The structure (SMILES) is CC(C)[C@H]1O[C@H]1C. Its total charge is 0. For the frontier orbital gap, the calculation gives 0.4088 Ha.

XYZ file:
```
19
Properties=species:S:1:pos:R:3:forces:R:3:nbo_charge:R:1
C -1.8340 -1.0040 -0.5644 -0.014 -0.044 -0.008 -0.60
C -0.8043 0.0288 -0.0996 0.067 0.020 -0.058 -0.25
C -1.4536 1.0991 0.7818 -0.018 0.051 0.037 -0.60
C 0.2980 -0.6493 0.6832 -0.221 0.134 0.141 0.07
O 1.1952 -1.5256 0.0138 0.013 -0.231 -0.090 -0.50
C 1.7338 -0.3455 0.6059 0.162 0.162 0.084 0.06
C 2.3947 0.6135 -0.3509 -0.049 -0.001 -0.041 -0.64
H -2.6227 -0.5296 -1.1595 0.130 -0.061 0.085 0.21
H -1.3613 -1.7813 -1.1726 -0.060 0.103 0.076 0.22
H -2.3136 -1.4895 0.2957 0.092 0.073 -0.108 0.20
H -0.3702 0.5100 -0.9850 -0.030 -0.076 0.120 0.20
H -1.8850 0.6479 1.6852 0.076 0.050 -0.143 0.20
H -2.2650 1.6066 0.2492 0.127 -0.073 0.054 0.21
H -0.7275 1.8559 1.0998 -0.093 -0.106 -0.057 0.21
H -0.0558 -1.0637 1.6343 0.050 0.100 -0.095 0.17
H 2.3061 -0.5309 1.5193 -0.056 -0.040 -0.168 0.18
H 1.8317 0.6921 -1.2842 0.038 0.021 0.147 0.22
H 3.3921 0.2312 -0.5970 -0.147 0.077 0.024 0.22
H 2.5171 1.6124 0.0820 -0.069 -0.159 -0.002 0.21
```
Positions in Å, forces in eV/Å.